No. 1
{"formula": "C9H6FN3", "method": "wB97M-V/def2-TZVPD", "elements": ["C", "C", "C", "C", "C", "C", "C", "C", "C", "N", "N", "N", "F", "H", "H", "H", "H", "H", "H"], "positions_angstrom": [[-1.13058, 2.01742, -2.08519], [1.63636, -2.26784, -0.71983], [1.11956, -1.65187, 0.38999], [1.59883, -1.79907, -2.02762], [-0.41019, 1.30830, -1.14192], [0.31284, 0.06509, -1.27196], [0.33321, -0.48800, 0.05520], [0.87962, -0.67928, -2.31212], [-1.47875, 2.20877, 1.01024], [-1.80023, 2.61707, -2.79005], [-0.30274, 0.26477, 0.91866], [-0.84406, 1.27895, 0.17712], [0.80136, -0.23703, -3.55438], [2.03646, -3.36608, -0.71969], [1.29843, -1.89096, 1.43943], [1.87421, -2.24655, -2.92106], [-2.49120, 1.85487, 1.18942], [-0.94925, 2.26009, 1.88031], [-1.57371, 3.19621, 0.48355]], "forces_ev_per_a": [[-0.09, 0.64, -0.28], [1.30, -3.86, 0.83], [-0.53, 0.97, -1.13], [-2.23, 2.07, -0.12], [0.11, -3.36, 2.23], [-1.02, 1.07, 0.70], [1.96, -0.69, -0.62], [0.68, 0.45, 1.00], [-2.91, 2.28, -2.67], [-0.50, 0.56, -0.74], [-1.30, 1.60, -0.89], [2.75, -1.98, 0.04], [-0.17, 0.35, -0.80], [-0.25, 2.25, 0.79], [-0.30, -0.42, -0.52], [1.16, -1.63, -1.02], [-0.14, 0.09, 0.27], [1.26, 0.43, 2.30], [0.22, -0.82, 0.63]], "e_tot_ev": -16615.9528, "gap_ev": 8.092}


No. 2
{"formula": "C9H6FNO", "method": "wB97M-V/def2-TZVPD", "elements": ["C", "C", "C", "C", "C", "C", "C", "C", "C", "H", "H", "H", "H", "H", "H", "N", "O", "F"], "positions_angstrom": [[2.73917, 0.02098, 0.26581], [2.21629, 1.27981, 0.38007], [0.86873, 1.40236, 0.22320], [-0.01368, 0.30569, -0.07779], [0.61550, -1.00846, -0.25334], [1.97431, -1.07524, -0.03994], [-1.41530, 0.54154, -0.27772], [-2.40225, -0.57496, -0.32879], [-3.54557, -0.29271, 0.50556], [3.02421, 2.18689, 0.56894], [0.25614, 2.40543, 0.02931], [0.20725, -1.99316, -0.63069], [2.48104, -2.05345, -0.02260], [-1.96351, -1.63710, 0.05974], [-2.75107, -0.98499, -1.37485], [-4.58978, -0.04145, 1.11193], [-1.78586, 1.63097, -0.58546], [4.08438, -0.11215, 0.44660]], "forces_ev_per_a": [[1.02, 0.12, 0.35], [2.60, 2.67, 0.53], [-3.99, 1.54, -1.76], [3.86, -2.45, 0.49], [-0.76, 1.16, 0.06], [0.91, -1.52, 0.25], [0.18, -0.15, -1.60], [0.08, -5.19, -0.22], [-7.75, 1.81, 3.78], [-2.57, -2.37, -0.52], [1.84, -1.92, 1.11], [-0.31, 1.58, 0.73], [-0.24, 0.54, -0.36], [-0.74, 2.59, -0.45], [0.64, 1.65, 1.62], [7.15, -1.73, -3.90], [-1.04, 1.88, 0.02], [-0.87, -0.22, -0.13]], "e_tot_ev": -15682.8322, "gap_ev": 9.330}


No. 3
{"formula": "C9H6FNO2S", "method": "wB97M-V/def2-TZVPD", "elements": ["C", "C", "C", "C", "C", "C", "C", "C", "C", "N", "O", "O", "F", "S", "H", "H", "H", "H", "H", "H"], "positions_angstrom": [[1.27396, -0.58335, 1.00904], [2.56397, 0.30974, -0.92785], [0.39957, 0.45987, 0.89698], [1.60297, 1.26924, -1.11205], [-2.17259, -1.81507, 0.64030], [-2.57651, -0.93077, -0.36663], [2.32884, -0.61125, 0.02683], [0.57378, 1.37959, -0.22409], [-2.37061, 0.11479, 1.53863], [-2.07375, -1.14599, 1.78406], [-0.17842, 3.17203, -1.80941], [-2.73081, 0.23324, 0.19668], [3.17992, -1.66885, 0.13831], [-0.67556, 2.63874, -0.54300], [1.25761, -1.44763, 1.66514], [3.28472, 0.15672, -1.75608], [-0.51498, 0.55218, 1.40702], [1.72416, 1.95734, -1.92287], [-1.90195, -2.86291, 0.64712], [-2.99432, -1.17766, -1.28814]], "forces_ev_per_a": [[1.58, -0.03, -1.68], [0.43, -0.76, -1.89], [1.05, 1.18, -2.79], [0.06, 0.94, 0.21], [-0.28, 0.02, -2.22], [0.92, -3.55, 2.46], [-0.11, -1.42, 2.35], [-1.42, -0.62, 2.00], [-0.74, -4.36, -2.46], [-0.11, 3.72, 2.52], [-0.12, 1.34, -1.63], [-0.30, 3.32, 1.90], [-0.22, 0.28, -0.12], [0.73, -1.34, 1.21], [-0.37, 0.39, 0.23], [-0.11, 0.02, 1.09], [-0.20, 0.14, 1.08], [-0.27, 0.29, -0.28], [-0.25, 0.13, -0.44], [-0.25, 0.32, -1.56]], "e_tot_ev": -28562.1353, "gap_ev": [8.436, 5.476]}


No. 4
{"formula": "C9H6FeN2O5", "method": "wB97M-V/def2-TZVPD", "elements": ["O", "C", "Fe", "O", "C", "C", "O", "C", "O", "C", "O", "C", "C", "N", "C", "C", "N", "H", "H", "H", "H", "H", "H"], "positions_angstrom": [[0.56821, 4.63337, -0.38999], [0.26065, 3.92605, 0.49937], [-0.04659, -0.64242, 0.28872], [-0.13528, 0.10130, -2.68692], [-0.13917, -0.18717, -1.58374], [-0.13836, -2.39867, -0.07063], [-0.32632, -3.52935, -0.32356], [-1.81679, -0.47473, -0.08633], [-2.97546, -0.22334, -0.11945], [1.75815, -0.53744, -0.16459], [2.76400, 0.06733, -0.07573], [-1.50269, 1.76613, 2.69328], [-0.56465, 0.67286, 2.89883], [0.07230, -0.13816, 2.05241], [0.92821, -0.97323, 2.84559], [0.71573, -0.67772, 4.16534], [-0.20919, 0.36806, 4.15707], [-2.35154, 1.64552, 3.35635], [-1.05652, 2.71785, 2.94332], [-1.85533, 1.77447, 1.68651], [1.59668, -1.72404, 2.42805], [1.11914, -1.13718, 5.07450], [-0.58829, 0.78121, 4.99800]], "forces_ev_per_a": [[-1.66, -3.80, 4.86], [1.67, 3.74, -4.87], [0.63, 1.95, 1.51], [-0.16, -0.97, 3.36], [0.45, 2.45, -7.73], [-1.60, -11.86, -2.01], [1.18, 6.34, 1.34], [-13.14, 2.20, 0.05], [7.19, -1.62, -0.06], [10.47, 4.08, 0.06], [-5.42, -3.45, -0.63], [-0.14, -0.83, -0.56], [-0.46, 0.90, 0.69], [2.13, -1.01, 3.23], [-1.09, 0.70, -3.12], [-1.97, 2.43, 2.54], [2.39, -2.75, 1.39], [-0.34, -0.07, 0.37], [0.43, 0.54, 0.07], [-0.23, 0.34, -0.70], [-0.10, 0.14, 0.08], [-0.09, 0.24, -0.22], [-0.14, 0.32, 0.35]], "e_tot_ev": -56996.4414, "gap_ev": [8.727, 5.519], "multiplicity": 6, "s_squared": 8.790, "total_charge": 3}